A molecular structure, C30H30N8O5S3Zr. Source: OMol25; level of theory: ωB97M-V/def2-TZVPD.

```
! wB97M-V def2-TZVPD RIJCOSX def2/J DEFGRID3
* xyz 0 1
Zr 0.653 0.282 -0.123
C -3.420 0.644 2.306
C -2.305 0.116 1.444
N -1.291 0.883 1.162
N -1.469 2.172 1.662
C -0.456 2.945 1.601
S 1.138 2.558 1.025
S -0.605 4.571 2.245
C -2.281 4.534 2.905
C -2.529 3.693 4.138
C -3.841 3.583 4.592
C -4.150 2.799 5.693
C -3.146 2.110 6.360
C -1.835 2.221 5.918
C -1.530 3.009 4.815
C -2.403 -1.259 0.946
C -3.659 -1.874 0.826
C -3.792 -3.171 0.384
C -2.648 -3.910 0.078
C -1.403 -3.333 0.186
C -1.265 -1.999 0.589
O -0.053 -1.468 0.632
H -3.005 1.183 3.154
H -4.054 -0.159 2.664
H -4.020 1.362 1.743
H -2.933 4.194 2.100
H -2.514 5.582 3.105
H -4.631 4.112 4.069
H -5.176 2.723 6.029
H -3.383 1.491 7.215
H -1.043 1.689 6.429
H -0.505 3.083 4.474
H -4.551 -1.308 1.055
H -4.775 -3.610 0.278
H -2.740 -4.936 -0.254
H -0.501 -3.880 -0.057
C 3.445 -2.124 2.499
C 2.966 -1.282 1.364
N 2.289 -0.205 1.545
O 1.982 0.071 2.868
C 3.185 -1.660 -0.025
C 4.278 -2.564 -0.487
N 2.377 -1.086 -0.878
O 2.488 -1.282 -2.133
H 2.593 -2.369 3.133
H 4.151 -1.565 3.117
H 3.911 -3.038 2.145
H 1.666 0.992 2.808
H 5.105 -2.585 0.221
H 4.635 -2.200 -1.451
H 3.923 -3.586 -0.644
N 0.875 -3.555 -6.643
C 0.574 -2.556 -5.732
C 0.453 -1.228 -6.154
C 0.111 -0.240 -5.255
C -0.108 -0.573 -3.923
C 0.002 -1.889 -3.488
C 0.331 -2.874 -4.393
S -0.527 0.694 -2.804
O -1.366 1.641 -3.457
O -1.065 0.022 -1.582
N 0.756 1.311 -2.083
C 2.006 1.606 -2.556
N 2.890 1.661 -1.548
C 4.155 1.850 -1.883
C 4.551 2.006 -3.202
C 3.546 1.966 -4.149
N 2.266 1.775 -3.845
H 1.332 -3.260 -7.489
H 1.257 -4.403 -6.258
H 0.625 -0.979 -7.194
H 0.015 0.789 -5.572
H -0.186 -2.139 -2.454
H 0.413 -3.902 -4.063
H 4.870 1.878 -1.068
H 5.585 2.156 -3.472
H 3.768 2.094 -5.204
*
```

As for the orbital gap: 0.2850 Ha. The calculation puts the energy relative to the best compared isomer or geometry (same formula, charge and spin) at 38.9 kJ/mol.

***

A molecular structure, C30H31AuN8O2S2. Source: OMol25; level of theory: ωB97M-V/def2-TZVPD.

```
! wB97M-V def2-TZVPD RIJCOSX def2/J DEFGRID3
* xyz 2 3
Au -0.689 0.307 -1.062
C 3.563 -0.942 5.242
C 3.349 -0.769 3.764
C 2.732 -1.762 3.006
C 2.577 -1.623 1.634
C 3.045 -0.475 1.010
C 3.676 0.524 1.742
C 3.815 0.373 3.112
S 2.769 -0.259 -0.719
O 3.873 0.463 -1.278
O 2.369 -1.532 -1.250
N 1.432 0.658 -0.764
C 1.329 2.022 -0.828
C 2.303 3.022 -0.826
C 1.874 4.330 -0.914
C 0.514 4.638 -1.009
C -0.388 3.602 -1.018
N 0.015 2.330 -0.917
H 2.962 -1.757 5.642
H 3.325 -0.029 5.788
H 4.610 -1.173 5.448
H 2.394 -2.669 3.493
H 2.121 -2.406 1.042
H 4.073 1.396 1.241
H 4.318 1.144 3.684
H 3.350 2.762 -0.801
H 2.605 5.127 -0.923
H 0.172 5.659 -1.086
H -1.454 3.768 -1.105
S -6.125 1.287 4.852
N -6.304 1.092 3.244
C -5.100 0.946 2.746
C -4.775 0.757 1.347
C -5.750 0.710 0.352
C -5.344 0.530 -0.954
C -3.985 0.417 -1.216
N -3.047 0.469 -0.270
C -3.427 0.622 1.000
C -2.371 0.644 2.054
N -1.123 0.472 1.680
C -0.151 0.514 2.598
C -0.379 0.697 3.973
C -1.665 0.861 4.399
C -2.706 0.842 3.434
C -4.057 0.989 3.762
N -4.560 1.169 5.002
H -6.795 0.811 0.614
H -6.058 0.481 -1.763
H -3.630 0.274 -2.229
H 0.860 0.396 2.219
H 0.457 0.708 4.658
H -1.915 1.009 5.442
C 0.548 0.377 -4.357
C -0.505 -0.702 -4.150
N 0.028 -1.956 -3.610
C 0.858 -2.737 -4.552
C 2.358 -2.587 -4.346
C -0.268 -2.406 -2.402
C 0.132 -3.809 -2.042
N -0.955 -1.698 -1.510
H 0.065 1.310 -4.648
H 1.241 0.107 -5.152
H 1.125 0.547 -3.448
H -0.983 -0.948 -5.101
H -1.296 -0.355 -3.488
H 0.582 -2.392 -5.548
H 0.566 -3.784 -4.501
H 2.676 -1.550 -4.442
H 2.876 -3.174 -5.104
H 2.676 -2.932 -3.365
H 1.214 -3.911 -2.098
H -0.322 -4.533 -2.717
H -0.176 -4.041 -1.026
H -1.127 -2.255 -0.687
*
```

As for the expectation value of S²: 2.0362. As for the orbital gap (alpha / beta): 0.2211 / 0.1006 Ha. The calculation puts the energy relative to the best compared isomer or geometry (same formula, charge and spin) at 0.0 kJ/mol.

***

A molecular structure, C30H31BiCl2N2OPS2. Source: OMol25; level of theory: ωB97M-V/def2-TZVPD.

```
! wB97M-V def2-TZVPD RIJCOSX def2/J DEFGRID3
* xyz 1 1
Bi 1.283 -1.747 -0.574
S 2.645 0.263 -1.425
C 2.868 0.922 0.166
N 2.375 0.357 1.227
C 2.785 0.996 2.386
C 2.537 0.567 3.688
C 3.066 1.287 4.740
C 3.830 2.434 4.515
C 4.083 2.877 3.230
C 3.571 2.139 2.172
S 3.781 2.380 0.456
H 1.958 -0.331 3.858
H 2.903 0.944 5.753
H 4.231 2.981 5.357
H 4.677 3.763 3.049
N -0.303 -4.035 -1.389
C -0.292 -3.279 -2.623
C -0.865 -3.733 -3.803
C -0.863 -2.909 -4.920
C -0.269 -1.656 -4.870
C 0.360 -1.230 -3.708
C 0.345 -2.038 -2.578
P -0.691 0.031 -0.121
C -0.419 1.614 -0.948
C -0.885 1.800 -2.246
C -0.644 3.001 -2.894
C 0.080 4.001 -2.262
C 0.554 3.809 -0.971
C 0.300 2.622 -0.307
C -1.221 0.497 1.549
C -0.874 -0.287 2.643
C -1.279 0.083 3.914
C -2.053 1.221 4.093
C -2.403 2.005 3.001
C -1.981 1.653 1.731
H 0.015 -4.988 -1.530
H -1.242 -4.102 -1.008
H -1.327 -4.713 -3.855
H -1.322 -3.254 -5.837
H -0.298 -1.013 -5.740
H 0.880 -0.280 -3.678
H -1.429 1.005 -2.738
H -1.015 3.154 -3.899
H 0.278 4.933 -2.776
H 1.130 4.583 -0.480
H 0.647 2.477 0.709
H -0.287 -1.185 2.490
H -1.002 -0.524 4.766
H -2.384 1.499 5.085
H -3.014 2.888 3.137
H -2.234 2.277 0.884
Cl 4.511 -2.765 0.745
C 6.207 -2.284 0.534
Cl 6.377 -0.633 -0.062
H 6.656 -2.954 -0.189
H 6.691 -2.351 1.501
C -3.483 -1.590 0.644
C -3.293 -0.955 -0.730
C -4.127 0.308 -0.884
C -3.606 -1.940 -1.846
O -1.877 -0.633 -0.950
H -4.407 -2.167 0.665
H -3.535 -0.829 1.421
H -2.648 -2.258 0.866
H -5.175 0.065 -0.708
H -4.024 0.720 -1.887
H -3.819 1.061 -0.159
H -4.658 -2.221 -1.826
H -2.997 -2.837 -1.741
H -3.380 -1.491 -2.814
*
```

As for the orbital gap: 0.2789 Ha.

***

| no. | molar mass (g/mol) |
| --- | --- |
| 1 | 770.046 |
| 2 | 796.733 |
| 3 | 810.585 |